[1]
Entry from OMol25: an isolated molecule of C3H4N2S2 (the ωB97M-V functional and the def2-TZVPD basis).

Atoms and positions in Å:
S -1.921 -1.894 1.218
C -0.677 -1.059 1.913
N 0.535 -0.823 1.233
C 0.617 0.101 0.270
N -0.315 0.941 -0.282
C 0.249 1.517 -1.298
S 1.805 1.447 -2.027
H -0.658 -0.483 2.994
H 1.578 0.383 -0.050
H -1.374 0.859 -0.090
H -0.358 2.221 -1.874

Results
HOMO-LUMO gap, hartree: 0.3031
E_tot, eV: -27823.8090
SMILES: S=C/N=C\NC=S
Relative energy (zero: lowest compared OMol25 entry of this formula, charge and spin), kJ/mol: 287.5



[2]
Entry from OMol25: an isolated molecule of C3H4N2S2 (the ωB97M-V functional and the def2-TZVPD basis).

Atoms and positions in Å:
S 1.018 2.887 -0.371
N 0.556 1.483 0.639
C 0.310 0.389 -0.074
C -0.317 -0.802 0.668
C -0.671 -1.781 -0.472
N -0.541 -1.467 -1.623
S 0.207 0.073 -1.812
H 1.373 3.622 0.713
H -1.323 -0.370 1.065
H 0.252 -1.127 1.507
H -0.865 -2.906 -0.240

Results
HOMO-LUMO gap, hartree: 0.3362
E_tot, eV: -27824.4816
SMILES: S/N=C1/CC=NS1
Relative energy (zero: lowest compared OMol25 entry of this formula, charge and spin), kJ/mol: 222.6



[3]
Entry from OMol25: a cluster of 2 separate species, C3H4N2S2 in total (the ωB97M-V functional and the def2-TZVPD basis).

Atoms and positions in Å:
C -1.158 0.587 -0.113
C -2.475 0.383 -0.040
C -0.451 -0.701 0.015
N -1.261 -1.729 -0.002
N 0.857 -1.024 -0.216
S -2.838 -1.316 0.012
S 1.397 -2.615 0.063
H -0.513 1.406 -0.238
H -3.231 1.055 -0.172
H 1.821 -0.027 0.642
H 2.667 -2.168 -0.201

Results
HOMO-LUMO gap (alpha / beta), hartree: 0.2650 / 0.2649
E_tot, eV: -27822.4107
Relative energy (zero: lowest compared OMol25 entry of this formula, charge and spin), kJ/mol: 422.5



[4]
Entry from OMol25: an isolated molecule of C3H4N2S3 (the ωB97M-V functional and the def2-TZVPD basis).

Atoms and positions in Å:
N 2.147 -0.339 2.269
S 0.789 0.691 2.492
S -0.955 -0.231 2.058
C -1.054 -0.077 0.156
N 0.050 0.084 -0.433
C -0.152 0.299 -1.758
C -1.425 0.214 -2.186
S -2.494 -0.096 -0.811
H 2.696 -0.127 1.440
H 1.815 -1.283 2.287
H 0.541 0.511 -2.475
H -1.959 0.354 -3.039

Results
HOMO-LUMO gap, hartree: 0.3421
E_tot, eV: -38660.7438
SMILES: NSSc1nccs1
Relative energy (zero: lowest compared OMol25 entry of this formula, charge and spin), kJ/mol: 46.3



[5]
Entry from OMol25: the ion C3H4N3 with charge +1 (the ωB97M-V functional and the def2-TZVPD basis).

Atoms and positions in Å:
C -0.991 0.327 -1.420
N 0.059 -0.364 -1.742
N 0.578 -0.811 -0.645
C -0.120 -0.241 0.500
N -1.080 0.467 -0.032
C 1.273 -0.698 0.620
H -1.695 0.739 -2.117
H -1.802 0.988 0.460
H 2.074 0.034 0.750
H 1.441 -1.658 1.107

Results
HOMO-LUMO gap, hartree: 0.3830
E_tot, eV: -7634.5485
Net charge: +1
SMILES: c1n[n+]2c([nH]1)C2
Relative energy (zero: lowest compared OMol25 entry of this formula, charge and spin), kJ/mol: 169.6



[6]
Entry from OMol25: a cluster of 2 separate species, C3H4N3O in total (the ωB97M-V functional and the def2-TZVPD basis).

Atoms and positions in Å:
C 0.065 -0.303 -1.747
C 0.636 0.917 -1.505
C 0.751 1.604 -0.294
N -1.146 -1.487 2.764
N -0.696 -0.229 0.961
N -0.763 -0.847 1.900
O 0.990 2.360 0.535
H 0.357 -0.474 -2.761
H -0.469 -0.681 -0.853
H 1.091 1.435 -2.255
H -0.815 -2.296 3.254

Results
HOMO-LUMO gap, hartree: 0.3035
E_tot, eV: -9681.5036
Net charge: +1
Relative energy (zero: lowest compared OMol25 entry of this formula, charge and spin), kJ/mol: 240.8



[7]
Entry from OMol25: a structure of composition C3H4N3O5V (the ωB97M-V functional and the def2-TZVPD basis).

Atoms and positions in Å:
N 3.183 -0.573 -0.080
C 2.570 0.187 -0.690
O 1.785 1.129 -1.149
N 0.675 1.268 -0.246
C -0.519 0.730 -0.904
N -1.680 1.231 -0.175
C -0.480 -0.796 -1.038
O -0.209 -1.315 -2.079
O -0.806 -1.621 -0.017
H 0.504 2.270 -0.194
H -0.586 1.129 -1.922
H -1.889 0.611 0.602
H -2.459 1.133 -0.818
O 0.586 -2.316 4.412
V -0.021 -1.812 2.921
O -0.654 -1.256 1.377

Results
HOMO-LUMO gap, hartree: 0.2894
E_tot, eV: -43563.2010



[8]
Entry from OMol25: a cluster of 2 separate species, C3H4N3OS in total (the ωB97M-V functional and the def2-TZVPD basis).

Atoms and positions in Å:
C -1.768 1.164 0.993
C -2.372 0.196 0.139
C 2.390 -2.051 -1.335
N -0.520 1.411 1.242
N 1.594 0.508 0.563
N 0.538 0.836 0.879
O 3.246 -1.256 -1.083
S -1.396 -0.761 -0.812
H -2.409 2.013 1.373
H -3.440 0.245 0.028
H 1.296 -1.988 -1.285
H 2.840 -0.317 -0.703

Results
HOMO-LUMO gap (alpha / beta), hartree: 0.2291 / 0.1703
E_tot, eV: -20513.7070
Net charge: +1
Relative energy (zero: lowest compared OMol25 entry of this formula, charge and spin), kJ/mol: 820.6



[9]
Entry from OMol25: a structure of composition C3H4N4 (the ωB97M-V functional and the def2-TZVPD basis).

Atoms and positions in Å:
N 1.852 -0.084 -0.712
C 0.542 -0.148 -0.298
C -0.021 0.728 0.628
N -1.355 0.712 0.665
C -2.130 -0.262 0.064
N -1.487 -1.251 -0.606
N -0.204 -1.130 -0.853
H 2.518 0.379 -0.111
H 2.181 -0.931 -1.155
H 0.537 1.426 1.252
H -2.433 0.560 1.126

Results
HOMO-LUMO gap, hartree: 0.3179
E_tot, eV: -9131.0745
Relative energy (zero: lowest compared OMol25 entry of this formula, charge and spin), kJ/mol: 558.0



[10]
Entry from OMol25: an isolated molecule of C3H4N4 (the ωB97M-V functional and the def2-TZVPD basis).

Atoms and positions in Å:
H -1.706 1.238 0.615
N -2.360 0.446 0.227
C -1.486 -0.466 -0.117
N -0.168 -0.717 -0.115
C 0.925 0.229 0.028
C 2.350 -0.087 0.110
N 3.600 -0.188 0.080
N 0.847 1.451 -0.165
H -0.139 1.281 -0.507
H -2.026 -1.382 -0.427
H 0.163 -1.806 0.271

Results
HOMO-LUMO gap, hartree: 0.3695
E_tot, eV: -9132.1116
SMILES: [H]/N=C\N/C(C#N)=N\[H]
Relative energy (zero: lowest compared OMol25 entry of this formula, charge and spin), kJ/mol: 457.9



[11]
Entry from OMol25: an isolated molecule of C3H4N4 (the ωB97M-V functional and the def2-TZVPD basis).

Atoms and positions in Å:
N 2.132 -0.231 -0.349
C 0.821 -0.320 -0.360
C 0.229 0.682 0.526
N -1.034 0.841 0.779
C -2.075 0.135 0.294
N -1.877 -0.854 -0.572
N -1.333 -1.583 -1.250
H 2.660 0.445 0.212
H 2.688 -0.858 -0.914
H 0.883 1.398 1.051
H -3.094 0.345 0.582

Results
HOMO-LUMO gap, hartree: 0.3006
E_tot, eV: -9131.7894
Relative energy (zero: lowest compared OMol25 entry of this formula, charge and spin), kJ/mol: 489.0



[12]
Entry from OMol25: an isolated molecule of C3H4N4 (the ωB97M-V functional and the def2-TZVPD basis).

Atoms and positions in Å:
N 0.372 -0.530 -1.906
C 0.231 -0.118 -0.600
C -1.041 0.086 -0.020
N -1.152 0.435 1.239
C 0.014 0.612 1.887
N 1.221 0.514 1.361
N 1.336 0.135 0.092
H -0.317 -1.187 -2.241
H 1.321 -0.775 -2.150
H -1.953 -0.034 -0.604
H -0.034 0.864 2.941

Results
HOMO-LUMO gap, hartree: 0.3500
E_tot, eV: -9135.2508
SMILES: Nc1cncnn1
Relative energy (zero: lowest compared OMol25 entry of this formula, charge and spin), kJ/mol: 155.0



[13]
Entry from OMol25: an isolated molecule of C3H4N4 (the ωB97M-V functional and the def2-TZVPD basis).

Atoms and positions in Å:
N -2.234 -0.203 0.009
C -0.885 -0.202 -0.011
N -0.178 0.959 -0.061
C 1.238 0.928 -0.013
C 1.876 -0.298 0.003
N 1.181 -1.420 -0.009
N -0.129 -1.317 -0.160
H -2.629 0.811 0.085
H -2.858 -0.991 0.125
H 1.705 1.961 -0.338
H 2.913 -0.226 0.369

Results
HOMO-LUMO gap, hartree: 0.3230
E_tot, eV: -9134.0361
SMILES: Nc1nccnn1
Relative energy (zero: lowest compared OMol25 entry of this formula, charge and spin), kJ/mol: 272.2



[14]
Entry from OMol25: an isolated molecule of C3H4N4 (the ωB97M-V functional and the def2-TZVPD basis).

Atoms and positions in Å:
N 1.695 -0.062 -0.096
C 0.352 0.004 -0.008
C -0.405 1.170 -0.007
N -1.715 1.140 -0.035
N -2.388 -0.001 -0.003
N -1.768 -1.152 -0.022
C -0.414 -1.151 -0.079
H 2.164 0.841 -0.018
H 2.265 -0.809 0.451
H 0.179 2.133 -0.101
H 0.035 -2.114 -0.080

Results
HOMO-LUMO gap, hartree: 0.3704
E_tot, eV: -9134.0583
SMILES: Nc1cnnnc1
Relative energy (zero: lowest compared OMol25 entry of this formula, charge and spin), kJ/mol: 270.1



[15]
Entry from OMol25: an isolated molecule of C3H4N4 (the ωB97M-V functional and the def2-TZVPD basis).

Atoms and positions in Å:
N 2.174 -0.307 -0.748
C 0.860 0.060 -0.757
C -0.756 0.160 2.497
N -1.609 0.276 1.684
C -2.103 0.109 0.397
N -1.356 -0.268 -0.562
N -0.072 -0.660 -0.260
H 2.854 0.279 -1.201
H 2.519 -0.957 -0.060
H 0.650 1.023 -1.227
H -3.162 0.284 0.236

Results
HOMO-LUMO gap, hartree: 0.3556
E_tot, eV: -9133.4832
Relative energy (zero: lowest compared OMol25 entry of this formula, charge and spin), kJ/mol: 325.6



[16]
Entry from OMol25: an isolated molecule of C3H4N4 (the ωB97M-V functional and the def2-TZVPD basis).

Atoms and positions in Å:
H -2.763 0.232 0.361
N -2.235 -0.680 0.118
C -1.004 -0.470 -0.106
C -0.455 0.726 -0.198
C 0.832 0.818 -0.169
N 1.687 -0.355 0.083
N 1.121 -1.554 -0.012
N -0.106 -1.727 -0.280
H -1.392 1.402 -0.228
H 1.534 1.771 0.077
H 2.780 -0.164 0.355

Results
HOMO-LUMO gap, hartree: 0.3432
E_tot, eV: -9131.5281
SMILES: [H]/N=c1\cc[nH]nn1
Relative energy (zero: lowest compared OMol25 entry of this formula, charge and spin), kJ/mol: 514.2



[17]
Entry from OMol25: an isolated molecule of C3H4N4O (the ωB97M-V functional and the def2-TZVPD basis).

Atoms and positions in Å:
H -2.147 -1.668 -0.216
N -2.576 -0.773 -0.142
C -1.615 0.278 -0.049
N -0.191 0.325 0.116
C 0.779 1.346 -0.073
N 1.982 0.944 -0.062
C 1.900 -0.380 0.130
O 2.663 -1.231 -0.195
N 0.532 -0.865 0.394
H -1.870 1.322 0.355
H 0.399 2.337 -0.122
H 0.145 -1.635 -0.135

Results
HOMO-LUMO gap, hartree: 0.3263
E_tot, eV: -11180.6690
SMILES: [H]/N=C\n1cnc(=O)[nH]1
Relative energy (zero: lowest compared OMol25 entry of this formula, charge and spin), kJ/mol: 318.4



[18]
Entry from OMol25: an isolated molecule of C3H4N4O (the ωB97M-V functional and the def2-TZVPD basis).

Atoms and positions in Å:
C -0.286 -1.612 -0.373
N 0.343 -1.152 -1.359
N 0.045 0.173 -1.749
C 0.517 1.126 -1.137
O 1.187 1.212 0.073
C 0.505 0.906 1.220
N -0.448 0.098 1.335
N -1.147 -0.722 0.438
H -0.089 -2.542 0.166
H 0.348 2.090 -1.643
H 0.893 1.538 2.065
H -1.866 -1.115 0.965

Results
HOMO-LUMO gap, hartree: 0.3685
E_tot, eV: -11179.7515
SMILES: c1nncocn[nH]1
Relative energy (zero: lowest compared OMol25 entry of this formula, charge and spin), kJ/mol: 406.9



[19]
Entry from OMol25: an isolated molecule of C3H4N4O (the ωB97M-V functional and the def2-TZVPD basis).

Atoms and positions in Å:
H 1.940 -1.580 0.133
N 2.648 -0.822 0.155
N 2.122 0.278 -0.014
C 0.770 0.474 -0.111
C -0.085 1.474 0.026
N -1.384 1.038 -0.043
C -1.385 -0.352 0.021
N -2.428 -1.060 0.090
H -2.113 -2.063 0.119
O -0.054 -0.758 -0.225
H 0.172 2.511 0.156
H -2.075 1.576 0.463

Results
HOMO-LUMO gap, hartree: 0.3237
E_tot, eV: -11181.2822
SMILES: [H]/N=N\c1c[nH]/c(=N/[H])o1
Relative energy (zero: lowest compared OMol25 entry of this formula, charge and spin), kJ/mol: 259.2



[20]
Entry from OMol25: an isolated molecule of C3H4N4O (the ωB97M-V functional and the def2-TZVPD basis).

Atoms and positions in Å:
C 2.847 0.050 0.036
N 1.582 0.285 -0.096
N 0.740 -0.822 -0.078
C -0.436 -0.378 0.164
N -1.576 -1.225 0.186
C -2.564 -0.430 -0.082
O -2.252 0.871 -0.129
N -0.929 0.947 0.406
H 3.134 -1.008 0.112
H 3.515 0.872 0.085
H -3.598 -0.712 -0.253
H -0.463 1.549 -0.352

Results
HOMO-LUMO gap, hartree: 0.3521
E_tot, eV: -11180.0862
SMILES: C=N/N=c1/nco[nH]1
Relative energy (zero: lowest compared OMol25 entry of this formula, charge and spin), kJ/mol: 374.6



Calculated F_max, 0.1294 0.1456 0.1179 0.0675 0.1008 0.1021 0.1351 0.0969 0.0083 0.1886 0.0288 0.0058 0.0999 0.0709 0.0244 0.1510 0.1537 0.0672 0.0721 0.0684 Eh/bohr (same order as the records).